# 1
Molecular formula: C25H43FN5O2S
Method: DFT, ωB97M-V with the def2-TZVPD basis set

Its LUMO energy is -6.99 eV. The charge is +1. The total energy comes out at -1900.30977 hartree. As for the frontier orbital gap: 3.316 eV. For the molar mass, the calculation gives 496.717 g mol⁻¹.

Last column: Löwdin charge in e.
Atoms and positions in Å:
C -3.64975 0.82672 1.37801  -0.06
C -3.79536 0.13691 2.76419  -0.25
O -3.48811 -1.25061 2.72554  -0.15
C -2.51803 -1.64223 3.68486  -0.19
C -1.61621 -2.81256 3.15328  -0.09
C -0.32239 -2.23444 2.57817  -0.09
C 0.88700 -2.07615 3.40002  -0.04
C 0.85193 -2.54546 4.86170  -0.26
F 1.12733 -1.50297 5.74955  -0.01
C 1.79129 -3.77983 5.12903  -0.16
C 2.74524 -3.55648 6.33765  -0.10
C 2.03208 -1.51961 2.88639  -0.08
C 3.29681 -1.30406 3.74583  -0.19
N 4.55993 -1.18586 3.00870  0.00
C 2.02560 -1.09686 1.51641  -0.25
N 2.99013 -0.49884 0.77789  -0.26
S 2.43043 -0.29361 -0.70021  0.97
N 0.91277 -0.90495 -0.60973  -0.21
C 0.84919 -1.28530 0.67356  -0.32
C -0.32600 -1.86811 1.25939  -0.14
C -1.52166 -2.03003 0.30579  -0.12
C -1.19747 -3.27439 -0.63879  -0.23
N -0.54811 -4.31816 0.17448  0.01
H -4.62774 0.95754 0.88747  0.07
H -3.03224 0.23334 0.68752  0.04
H -3.17545 1.81842 1.45905  0.07
H -4.86319 0.21983 3.04195  0.12
H -3.22625 0.70914 3.51137  0.11
H -1.86340 -0.82506 4.02739  0.13
H -3.06391 -2.03070 4.56812  0.13
H -1.44460 -3.48501 4.00371  0.10
H -2.16566 -3.39107 2.40144  0.11
H -0.15545 -2.90233 5.11439  0.12
H 2.42047 -3.93829 4.23888  0.11
H 1.21640 -4.68704 5.35832  0.11
H 3.24599 -2.58045 6.31799  0.06
H 2.22918 -3.65545 7.30535  0.08
H 3.55269 -4.30917 6.33753  0.08
H 3.14994 -0.37225 4.31498  0.14
H 3.40577 -2.12446 4.45853  0.07
H 4.57857 -1.85306 2.24531  0.06
H 4.61513 -0.25168 2.62348  0.05
H -2.44307 -2.27071 0.83769  0.09
H -1.56936 -1.11169 -0.29651  0.08
H -2.10127 -3.63807 -1.14465  0.11
H -0.43630 -2.89771 -1.34113  0.09
H -1.06694 -5.18534 0.18063  0.07
H 0.41627 -4.45608 -0.08927  0.07
C -1.30700 3.64809 -2.63995  -0.01
C -0.61100 2.45668 -3.34872  -0.43
C 0.88172 2.40399 -2.96867  -0.12
C 1.74426 3.46147 -3.65915  -0.15
C 1.53728 3.44507 -5.17439  -0.10
C 0.06096 3.57663 -5.58420  -0.44
N -0.79383 2.57351 -4.84356  0.09
O -0.64340 1.48111 -5.34723  0.23
C -0.42947 5.01632 -5.31898  -0.02
C -0.06218 3.42562 -7.10639  -0.02
C -1.30124 1.21437 -2.76702  -0.02
H -2.17265 4.00059 -3.20286  0.10
H -1.67787 3.35726 -1.65949  0.09
H -0.63909 4.49049 -2.46899  0.08
H 1.28324 1.41655 -3.22018  0.12
H 0.97857 2.51037 -1.88789  0.13
H 1.53099 4.45395 -3.25616  0.11
H 2.79545 3.26507 -3.43942  0.13
H 2.11096 4.25182 -5.63052  0.14
H 1.94981 2.51181 -5.57393  0.14
H -1.49984 5.10876 -5.50963  0.10
H 0.08159 5.71342 -5.98009  0.10
H -0.23245 5.36904 -4.31016  0.07
H 0.35641 2.48725 -7.47130  0.09
H 0.48152 4.22436 -7.60515  0.10
H -1.10462 3.48262 -7.42465  0.10
H -2.36059 1.19187 -3.03221  0.11
H -1.22770 1.22330 -1.68168  0.09
H -0.84203 0.28282 -3.09866  0.09

# 2
Molecular formula: C4H9NO3
Method: DFT, ωB97M-V with the def2-TZVPD basis set

Its LUMO energy is 0.70 eV. The total energy comes out at -438.26604 hartree. As for the frontier orbital gap: 10.396 eV. For the molar mass, the calculation gives 119.120 g mol⁻¹. The SMILES is O=CCCNC=O.O.

Last column: Löwdin charge in e.
Atoms and positions in Å:
O -2.11390 2.69563 1.73040  0.05
C -1.51710 1.66547 1.88511  -0.30
C -1.25152 0.61960 0.81112  -0.10
C 0.27849 0.15350 0.97361  -0.21
N 0.64677 -0.52685 -0.21109  -0.01
C 1.31447 -1.77446 -0.24752  -0.30
O 1.82057 -2.18735 -1.26122  0.01
H -1.11877 1.46176 2.90650  0.13
H -1.77593 -0.26627 1.17080  0.11
H -1.49135 1.00832 -0.18990  0.13
H 0.85339 1.09144 1.11425  0.12
H 0.39999 -0.46306 1.84980  0.11
H 0.67362 -0.00827 -1.09622  0.10
H 1.09224 -2.36211 0.62706  0.12
O 0.52099 -0.40078 -2.95668  -0.06
H 1.45929 -0.25140 -2.92545  0.04
H 0.33472 -1.32652 -2.74800  0.05

# 3
Molecular formula: C21H58N6O8
Method: DFT, ωB97M-V with the def2-TZVPD basis set

Its LUMO energy is -6.59 eV. The charge is +4. The total energy comes out at -1763.93010 hartree. As for the frontier orbital gap: 9.054 eV. For the molar mass, the calculation gives 522.729 g mol⁻¹.

Last column: Löwdin charge in e.
Atoms and positions in Å:
C 22.74053 -7.82542 13.68291  0.01
C 23.19851 -6.87417 14.83044  -0.43
O 22.68056 -5.72978 15.00625  -0.06
N 24.14687 -7.40515 15.72422  0.00
H 24.70060 -6.70315 16.32137  0.18
H 17.23584 -7.93370 9.66767  0.17
C 24.33368 -8.81206 15.94555  -0.09
H 23.60170 -8.20981 13.19504  0.07
H 22.18641 -7.22949 12.97308  0.07
H 22.10289 -8.55395 14.22552  0.10
H 23.38438 -9.35337 16.19062  0.11
H 24.94556 -8.97240 16.80529  0.09
H 24.74659 -9.29061 15.12995  0.06
C 19.84125 -4.15616 13.99022  0.03
C 20.32249 -3.00925 14.84749  -0.36
O 19.59833 -2.15722 15.28380  0.16
N 21.82613 -2.73756 15.01350  0.09
H 22.35148 -3.60575 15.25017  0.15
H 22.15763 -2.61916 14.03639  0.19
C 22.07224 -1.46077 15.79210  0.03
H 18.74146 -4.02977 14.07429  0.11
H 20.29954 -5.08041 14.23682  0.06
H 19.97313 -3.86098 12.91071  0.12
H 21.76224 -1.53026 16.80611  0.10
H 21.55007 -0.65436 15.28195  0.11
H 23.14906 -1.23354 15.74431  0.12
C 12.83703 0.14492 6.32543  0.00
N 12.93361 1.09307 7.47371  -0.35
C 13.01653 0.22928 8.74565  0.01
C 14.10430 1.95514 7.36224  -0.01
C 11.61302 1.95735 7.47530  -0.04
C 10.30520 1.14582 7.37263  -0.20
O 10.20428 0.24216 8.46923  -0.08
H 11.96294 -0.41811 6.51519  0.08
H 13.74948 -0.41517 6.13746  0.12
H 12.67750 0.70272 5.39111  0.13
H 13.03692 0.96274 9.65491  0.15
H 13.99384 -0.29906 8.68804  0.11
H 12.13754 -0.46505 8.90474  0.11
H 14.04097 2.56727 6.49882  0.11
H 14.98016 1.30166 7.35339  0.12
H 14.20233 2.60447 8.18905  0.10
H 11.71443 2.65257 6.65371  0.14
H 11.63400 2.54208 8.36773  0.13
H 10.22403 0.57020 6.40298  0.14
H 9.50767 1.85284 7.53223  0.13
H 9.36818 -0.20836 8.39719  0.10
C 9.71280 -11.23112 11.79416  0.02
N 9.33288 -10.26722 12.92513  -0.32
C 9.19465 -8.92503 12.42984  0.00
C 8.06128 -10.75913 13.54515  0.02
C 10.53578 -10.39448 13.87984  -0.10
C 10.26362 -10.12199 15.30611  -0.24
O 9.97690 -8.75186 15.45579  0.00
H 8.81968 -11.49311 11.20561  0.12
H 10.07091 -12.20178 12.13719  0.11
H 10.42600 -10.80647 11.09081  0.11
H 8.59142 -8.91572 11.59528  0.09
H 10.17303 -8.68023 12.07037  0.11
H 8.84106 -8.27106 13.21767  0.13
H 7.71049 -10.25855 14.41469  0.10
H 8.06517 -11.83237 13.73680  0.13
H 7.29317 -10.57633 12.80351  0.11
H 11.29163 -9.72940 13.51323  0.14
H 11.00133 -11.33023 13.79300  0.12
H 11.12063 -10.50045 15.87907  0.15
H 9.48194 -10.75992 15.72371  0.13
H 10.34784 -8.47116 16.24745  0.07
C 15.08286 -7.50564 0.97235  0.03
N 15.11033 -8.03500 2.37879  -0.37
C 15.06039 -6.94497 3.36312  0.00
C 13.98540 -8.98168 2.60129  -0.01
C 16.35557 -8.94795 2.53941  -0.07
C 17.67225 -8.23733 2.38911  -0.21
O 17.92493 -7.57218 3.62173  -0.05
H 14.13593 -6.97265 0.70771  0.14
H 15.19431 -8.33179 0.30243  0.11
H 15.93374 -6.84651 0.95384  0.10
H 14.11776 -6.46748 3.22056  0.10
H 15.88046 -6.19001 3.20211  0.13
H 15.25540 -7.32496 4.34068  0.10
H 13.89152 -9.27369 3.65394  0.12
H 14.02884 -9.79794 1.89126  0.11
H 13.00474 -8.42771 2.45820  0.13
H 16.22039 -9.70295 1.75488  0.15
H 16.33151 -9.38299 3.51633  0.14
H 17.80328 -7.59811 1.53320  0.12
H 18.48737 -8.91647 2.28628  0.13
H 18.81428 -7.26488 3.69137  0.09
N 15.93279 -6.96223 10.69476  -0.51
O 15.61940 -6.44324 11.73209  0.13
O 15.22498 -7.19632 9.76459  0.08
O 17.16307 -7.39080 10.48875  0.13

# 4
Molecular formula: C34H31NO5P2Rb
Method: DFT, ωB97M-V with the def2-TZVPD basis set

Its LUMO energy is 1.89 eV. The charge is -1. The total energy comes out at -2452.09123 hartree. As for the frontier orbital gap: 5.632 eV. For the molar mass, the calculation gives 681.040 g mol⁻¹.

Last column: Löwdin charge in e.
Atoms and positions in Å:
Rb 0.36869 0.68373 -0.15423  0.91
O -3.52275 3.23477 1.55209  0.11
C -2.39953 2.92942 0.86786  -0.49
O -2.35328 2.06600 0.03592  0.07
C -1.26274 3.84619 1.26570  -0.15
O -0.05727 3.22133 0.99487  -0.23
C 1.06177 4.11647 0.96206  -0.11
C 2.34880 3.42755 0.39316  -0.72
O 3.40473 3.87919 0.85691  -0.03
O 2.16100 2.55845 -0.47972  -0.19
H -4.22965 2.67707 1.19619  0.12
H -1.38053 4.12631 2.32080  0.14
H -1.39396 4.76461 0.67052  0.15
H 1.26223 4.49184 1.96974  0.12
H 0.81080 4.96040 0.30593  0.12
C -2.53727 -1.98554 -1.35812  -0.29
P -2.11193 -2.26532 0.43631  1.06
C -1.47508 -3.97458 0.35100  -0.38
C -0.23034 -4.20166 0.93511  -0.11
C 0.39395 -5.43807 0.82475  -0.08
C -0.23075 -6.46520 0.13791  -0.09
C -1.47096 -6.25249 -0.44898  -0.09
C -2.07935 -5.01405 -0.35430  -0.12
C -3.79004 -2.40834 1.15944  -0.37
C -4.43341 -3.60053 1.48880  -0.09
C -5.70680 -3.59181 2.04031  -0.10
C -6.36685 -2.39276 2.26471  -0.11
C -5.73708 -1.19980 1.94246  -0.10
C -4.45913 -1.20878 1.40645  -0.12
C -1.26973 -2.16755 -2.12539  -0.46
C -0.87895 -3.25854 -2.89420  -0.10
C 0.51103 -3.11155 -3.09291  -0.10
C 0.87120 -1.93471 -2.43841  -0.45
C 2.23006 -1.42923 -2.02978  -0.31
P 2.63019 -2.04434 -0.31285  1.06
C 3.57822 -3.59011 -0.58823  -0.37
C 3.59478 -4.27944 -1.79773  -0.08
C 4.27137 -5.48592 -1.91835  -0.09
C 4.94376 -6.02521 -0.83497  -0.11
C 4.93443 -5.34803 0.37832  -0.10
C 4.25418 -4.14894 0.49937  -0.12
C 3.98405 -0.93210 0.22416  -0.39
C 3.70029 -0.03816 1.25550  -0.12
C 4.61643 0.92502 1.64855  -0.08
C 5.85228 0.97750 1.02683  -0.08
C 6.16609 0.07041 0.02136  -0.09
C 5.23763 -0.87390 -0.38268  -0.09
N -0.21786 -1.35761 -1.86319  -0.08
H -2.95185 -0.97423 -1.42471  0.07
H -3.31008 -2.68375 -1.69146  0.08
H 0.27232 -3.38617 1.43913  0.07
H 1.37653 -5.58229 1.25676  0.10
H 0.25556 -7.42827 0.04063  0.10
H -1.94907 -7.04921 -1.00626  0.10
H -3.02472 -4.84231 -0.85538  0.10
H -3.93085 -4.54510 1.33074  0.09
H -6.18368 -4.53037 2.29539  0.10
H -7.36112 -2.38955 2.69302  0.09
H -6.23476 -0.25380 2.11987  0.09
H -3.96655 -0.26896 1.17277  0.09
H -1.50199 -4.07258 -3.23788  0.08
H 1.14972 -3.78543 -3.64618  0.07
H 2.25327 -0.33577 -1.95853  0.05
H 3.02220 -1.68352 -2.73988  0.08
H 3.06361 -3.87787 -2.64720  0.07
H 4.26649 -6.00490 -2.86949  0.10
H 5.47133 -6.96605 -0.93102  0.09
H 5.45773 -5.75539 1.23499  0.10
H 4.25414 -3.63030 1.45213  0.10
H 2.72696 -0.08149 1.73652  0.08
H 4.35197 1.65653 2.39903  0.10
H 6.56380 1.74203 1.31002  0.10
H 7.13302 0.11518 -0.46515  0.10
H 5.48130 -1.56916 -1.17851  0.11

# 5
Molecular formula: C27H30BCuNP2S2
Method: DFT, ωB97M-V with the def2-TZVPD basis set

As for the expectation value of S²: 0.77. Its LUMO energy (spin up / spin down) is 4.16 / 4.14 eV. The charge is -2. The spin multiplicity is 2. The total energy comes out at -4245.95040 hartree. As for the frontier orbital gap (spin up / spin down): 3.892 / 5.586 eV. For the molar mass, the calculation gives 568.984 g mol⁻¹.

Last column: Löwdin spin population.
Atoms and positions in Å:
Cu -15.60696 -1.92725 -3.05171  0.00
C -12.49198 -4.65026 -2.67249  0.01
P -13.69328 -4.98084 -4.01278  0.14
C -12.88967 -6.02774 -5.23426  0.02
C -15.14097 -5.85254 -3.35486  0.19
C -15.11287 -7.21962 -3.56666  0.20
C -16.35702 -7.94644 -3.74188  0.02
C -17.54085 -7.38989 -3.41415  0.14
C -17.52326 -6.02103 -2.95383  0.00
C -16.36470 -5.23928 -2.85007  0.10
P -16.38189 -3.70121 -1.92000  0.02
C -18.14581 -3.51530 -1.31500  0.00
C -15.56765 -4.06968 -0.35915  0.01
H -12.43932 -3.56841 -2.34552  0.00
H -11.49619 -4.87669 -3.11449  0.00
H -12.61891 -5.34379 -1.82355  0.00
H -12.02258 -5.55871 -5.73826  0.00
H -13.62766 -6.46510 -5.89537  0.00
H -12.40397 -6.75772 -4.49711  0.01
H -14.17795 -7.84159 -3.55795  0.02
H -16.35101 -9.01713 -3.92341  0.00
H -18.42995 -7.97980 -3.32381  0.01
H -18.51074 -5.58460 -2.69396  0.00
H -18.61749 -4.40185 -0.83272  0.00
H -18.71420 -3.36496 -2.19369  0.00
H -18.27630 -2.59620 -0.62961  0.00
H -14.47537 -4.23588 -0.48647  0.00
H -16.09076 -4.93109 0.04953  0.00
H -15.75257 -3.28703 0.33675  0.00
S -14.42486 -3.16101 -4.85661  0.06
C -12.99313 -2.04391 -4.90869  0.02
C -12.34607 -1.92993 -6.13476  0.01
C -11.48321 -0.89579 -6.39930  0.00
C -11.08927 -0.06571 -5.35060  0.01
C -11.62312 -0.33828 -4.09474  0.00
C -12.71732 -1.20543 -3.82162  0.01
S -13.62413 -1.09279 -2.37265  0.01
H -12.56520 -2.78168 -6.82192  0.00
H -11.12243 -0.81724 -7.45996  0.00
H -10.35448 0.77327 -5.36593  0.00
H -11.20147 0.17785 -3.21605  0.00
C -20.94599 -2.04366 -4.76553  0.00
C -19.93386 -3.05112 -4.68586  0.00
C -18.59366 -2.72348 -4.64475  0.00
C -18.20351 -1.34564 -4.53988  0.00
C -16.88891 -0.81927 -4.23440  0.00
C -16.61836 0.49576 -4.34644  0.00
C -17.63703 1.45617 -4.50540  0.00
C -18.92081 1.00364 -4.44008  0.00
C -19.27427 -0.33720 -4.55859  0.00
C -20.61913 -0.72685 -4.65623  0.00
H -22.00285 -2.18623 -4.83691  0.00
H -20.25072 -4.12540 -4.67998  0.00
H -17.83044 -3.49087 -4.74803  0.00
H -15.62663 0.92894 -4.29317  0.00
H -17.30960 2.58178 -4.70661  0.00
H -19.72963 1.74206 -4.40278  0.00
H -21.42135 -0.01846 -4.68242  0.00
B -22.87386 -5.51081 -2.73603  0.00
C -21.50467 -6.13726 -2.84870  0.00
N -20.43249 -6.58690 -2.96922  0.00
H -23.34702 -6.03836 -1.74199  0.00
H -22.68593 -4.27442 -2.68998  0.00
H -23.45078 -5.80281 -3.72909  0.00

# 6
Molecular formula: C8H14Cl4O2
Method: DFT, ωB97M-V with the def2-TZVPD basis set

As for the expectation value of S²: 0.76. Its LUMO energy (spin up / spin down) is -4.49 / -10.03 eV. The charge is +1. The spin multiplicity is 2. The total energy comes out at -2304.06839 hartree. As for the frontier orbital gap (spin up / spin down): 9.046 / 3.424 eV. For the molar mass, the calculation gives 284.010 g mol⁻¹.

Last column: Löwdin spin population.
Atoms and positions in Å:
Cl -0.76273 1.56404 -3.16644  0.05
C -1.20304 -0.15609 -3.58262  0.01
C -1.66223 -0.86010 -2.27400  0.00
Cl -2.41785 -2.35068 -2.72874  0.01
H -0.35232 -0.74758 -3.92102  0.00
H -1.95214 -0.11495 -4.37335  0.00
H -2.43207 -0.27461 -1.77134  0.00
H -0.97236 -1.15089 -1.48178  0.00
Cl 2.97194 1.51988 -2.63827  0.01
C 2.20134 0.71505 -1.26899  0.00
C 3.03432 -0.49161 -0.79288  0.00
Cl 2.29684 -1.26900 0.60225  0.00
H 1.23620 0.40579 -1.67018  0.00
H 2.16161 1.47213 -0.48582  0.00
H 4.07591 -0.17797 -0.72341  0.00
H 2.91160 -1.22128 -1.59327  0.00
O -0.73527 1.79916 0.45891  0.62
C -0.66958 1.15558 1.48707  0.07
O 0.22700 1.35596 2.56159  0.09
C 0.12648 0.40367 3.67371  0.01
C -1.13711 -0.31763 3.24899  0.03
C -1.42248 -0.12392 1.81567  0.09
H 0.21472 0.80636 4.68274  0.00
H 1.01600 -0.20146 3.49857  0.00
H -1.78760 0.32102 3.84657  0.00
H -1.38966 -1.28787 3.67674  0.01
H -2.48473 0.12010 1.80219  0.00
H -1.09283 -0.89306 1.11721  0.00